1.
ORCA calculation (ωB97M-V with the def2-TZVPD basis set) on C4H7NO4 in the gas phase.

```
16
C4H7NO4, DFT ωB97M-V with the def2-TZVPD basis set
C -0.451 0.165 0.759
C -0.981 1.243 -0.230
C 1.020 -0.140 0.632
C 1.544 -0.858 -0.607
H -2.258 -0.462 0.689
H -1.316 -1.389 -0.234
H -0.662 0.687 1.747
H 1.651 0.725 0.646
H 1.166 -0.757 1.480
H 1.250 -2.308 -1.713
H -0.655 3.114 -0.722
N -1.353 -1.006 0.732
O -2.063 1.103 -0.790
O 2.496 -0.533 -1.251
O 0.866 -1.973 -0.917
O -0.255 2.390 -0.222
```

The charge is 0. The value obtained for the HOMO energy is -10.268 eV. As for the energy relative to the best compared isomer or geometry (same formula, charge and spin): 13.5 kcal per mole. As for the SMILES: N[C@@H](CC(=O)O)C(=O)O. The frontier orbital gap is 10.725 eV.

***

2.
ORCA calculation (ωB97M-V with the def2-TZVPD basis set) on 3 unconnected molecules or ions with the total composition C32H69N2O2S2.

```
107
C32H69N2O2S2, DFT ωB97M-V with the def2-TZVPD basis set
C 0.137 -1.440 8.497
C -0.753 -0.421 7.781
C -2.247 -0.780 7.919
C -3.113 -0.187 6.786
C -3.682 -1.223 5.799
C -2.976 -1.245 4.432
C -1.953 -2.398 4.316
C -2.545 -3.686 3.705
C -1.945 -4.046 2.345
C -2.041 -2.895 1.331
C -2.045 -3.415 -0.103
C -1.934 -2.303 -1.161
C -0.641 -2.375 -1.976
C 0.587 -2.252 -1.050
C 1.096 -0.882 -1.313
N 2.047 -0.225 -0.550
N 0.552 -0.396 -2.378
C -0.422 -1.256 -3.035
C -1.643 -0.491 -3.549
C -1.353 0.989 -3.758
C -0.198 1.260 -4.733
C 0.810 2.294 -4.202
C 2.278 1.923 -4.478
C 3.189 2.454 -3.384
C 4.672 2.110 -3.557
C 4.951 0.663 -3.965
C 4.244 -0.380 -3.096
C 4.062 -1.778 -3.746
C 5.152 -2.206 -4.714
C 6.469 -2.544 -3.999
H 1.080 -0.992 8.806
H -0.362 -1.854 9.371
H 0.396 -2.274 7.845
H -0.524 -0.424 6.716
H -0.586 0.565 8.209
H -2.315 -1.867 7.921
H -2.612 -0.400 8.871
H -3.941 0.365 7.229
H -2.516 0.550 6.249
H -3.658 -2.219 6.241
H -4.733 -0.988 5.630
H -2.431 -0.311 4.289
H -3.710 -1.328 3.632
H -1.096 -2.065 3.730
H -1.579 -2.607 5.318
H -3.626 -3.577 3.598
H -2.392 -4.514 4.397
H -2.501 -4.891 1.938
H -0.904 -4.331 2.496
H -2.944 -2.317 1.532
H -1.189 -2.230 1.487
H -1.199 -4.100 -0.209
H -2.951 -3.997 -0.253
H -1.976 -1.332 -0.653
H -2.799 -2.325 -1.819
H -0.638 -3.357 -2.446
H 1.391 -2.936 -1.335
H 0.400 -2.380 0.013
H 1.594 0.292 0.204
H 2.524 0.473 -1.122
H 0.820 0.532 -2.692
H 0.008 -1.759 -3.902
H -2.019 -0.941 -4.466
H -2.463 -0.557 -2.837
H -1.080 1.412 -2.788
H -2.246 1.526 -4.059
H 0.315 0.348 -5.042
H -0.626 1.676 -5.646
H 0.577 3.288 -4.570
H 0.702 2.353 -3.109
H 2.336 0.838 -4.560
H 2.570 2.350 -5.438
H 2.858 2.115 -2.393
H 3.097 3.541 -3.356
H 5.206 2.373 -2.643
H 5.074 2.763 -4.333
H 6.025 0.500 -3.856
H 4.743 0.544 -5.027
H 3.243 -0.022 -2.844
H 4.818 -0.509 -2.178
H 3.987 -2.506 -2.936
H 3.090 -1.781 -4.249
H 5.303 -1.483 -5.510
H 4.806 -3.117 -5.205
H 7.309 -2.417 -4.678
H 6.631 -1.926 -3.118
H 6.462 -3.590 -3.702
C -4.878 4.547 -1.622
S -3.242 4.026 -1.101
O -2.461 3.713 -2.336
C -3.747 2.452 -0.405
H -4.776 5.508 -2.120
H -5.297 3.814 -2.312
H -5.515 4.655 -0.744
H -4.249 1.859 -1.171
H -4.408 2.628 0.442
H -2.850 1.941 -0.060
C 0.487 4.405 0.094
S -0.116 3.547 1.556
O -1.509 4.011 1.768
C 0.916 4.411 2.743
H -0.077 4.040 -0.765
H 0.321 5.476 0.208
H 1.550 4.195 -0.040
H 0.722 5.481 2.676
H 1.964 4.195 2.538
H 0.654 4.049 3.735
```

The charge is +1. The value obtained for the HOMO energy is -10.959 eV. The frontier orbital gap is 7.983 eV.

***

3.
ORCA calculation (ωB97M-V with the def2-TZVPD basis set) on 19 unconnected molecules or ions with the total composition C45H76Cl37N2O9PS.

```
171
C45H76Cl37N2O9PS, DFT ωB97M-V with the def2-TZVPD basis set
C -4.810 -5.245 -1.537
C -4.140 -5.011 -2.937
O -3.253 -3.899 -2.812
C -4.000 -2.698 -3.005
C -3.067 -1.479 -2.958
C -2.472 -1.271 -1.522
C -1.391 -2.306 -1.162
C -0.275 -2.030 -0.133
C 0.142 -0.630 0.363
C -1.111 0.064 1.023
O -2.085 -0.936 1.486
N -2.970 -0.215 2.327
O -3.026 -0.705 3.388
C 1.126 -0.806 1.584
C 0.612 -1.152 3.021
C 1.214 -0.249 4.159
C 0.356 0.997 4.453
Cl 1.304 2.084 5.553
C 2.445 -1.633 1.490
C 2.322 -3.165 1.360
O 3.577 -3.720 1.868
C 4.073 -4.580 0.906
C 5.094 -4.081 -0.125
O 3.721 -5.733 0.838
N 1.614 0.621 1.662
C 1.238 1.447 0.588
O 1.249 2.653 0.561
C 0.818 0.438 -0.579
C 0.030 1.252 -1.646
C -0.205 0.577 -3.003
O 0.067 -0.570 -3.269
C -0.756 1.446 -4.150
C -0.260 2.778 -4.325
C -0.667 3.556 -5.404
C -1.614 3.057 -6.320
C -2.129 1.770 -6.160
C -1.682 0.987 -5.079
P 2.490 0.162 -1.366
O 2.670 1.132 -2.686
O 3.687 0.743 -0.386
S 2.877 -1.629 -1.981
H -4.314 -4.561 -0.826
H -5.859 -4.877 -1.608
H -4.749 -6.281 -1.196
H -4.895 -4.857 -3.730
H -3.537 -5.889 -3.238
H -4.426 -2.761 -4.031
H -4.862 -2.614 -2.314
H -3.673 -0.584 -3.181
H -2.236 -1.656 -3.656
H -3.337 -1.431 -0.851
H -2.215 -0.207 -1.430
H -1.930 -3.209 -0.820
H -0.936 -2.643 -2.113
H -0.479 -2.628 0.775
H 0.640 -2.500 -0.543
H -0.863 0.662 1.912
H -1.666 0.717 0.336
H 0.897 -2.168 3.349
H -0.475 -1.109 3.196
H 2.281 -0.040 4.018
H 1.151 -0.861 5.074
H -0.513 0.670 5.047
H 0.025 1.539 3.562
H 3.190 -1.307 0.753
H 2.949 -1.483 2.470
H 1.451 -3.588 1.882
H 2.304 -3.437 0.288
H 5.482 -3.084 0.140
H 4.636 -3.976 -1.125
H 5.912 -4.808 -0.255
H 2.585 0.720 1.934
H -0.942 1.664 -1.340
H 0.646 2.146 -1.867
H 0.500 3.143 -3.632
H -0.218 4.553 -5.564
H -1.948 3.658 -7.171
H -2.840 1.316 -6.862
H -2.082 -0.029 -5.027
H 3.491 0.817 -3.101
H 3.674 1.721 -0.477
C -7.572 -5.192 1.140
Cl -5.869 -5.232 1.609
Cl -7.795 -5.198 -0.621
H -8.068 -6.064 1.555
H -8.016 -4.286 1.539
C 0.305 7.354 -7.818
Cl -0.249 5.760 -7.281
Cl 1.783 7.838 -6.981
H 0.501 7.317 -8.884
H -0.472 8.082 -7.608
C -5.733 -9.678 -0.495
Cl -3.982 -9.628 -0.733
Cl -6.381 -8.072 -0.141
H -6.199 -10.052 -1.400
H -5.955 -10.339 0.337
C 4.246 4.378 1.198
Cl 5.993 4.294 1.458
Cl 3.847 4.286 -0.528
H 3.774 3.545 1.710
H 3.873 5.319 1.601
C -3.818 3.620 -2.259
Cl -3.429 2.585 -0.871
Cl -2.776 3.273 -3.648
H -4.851 3.450 -2.540
H -3.681 4.656 -1.968
C -6.007 -0.048 -0.413
Cl -7.081 -0.834 -1.580
Cl -5.370 -1.202 0.762
H -5.177 0.399 -0.948
H -6.565 0.718 0.115
C -7.716 5.295 -2.035
Cl -7.313 4.262 -0.656
Cl -6.683 4.945 -3.426
H -8.749 5.122 -2.313
H -7.576 6.332 -1.748
C 0.979 6.841 2.185
Cl 2.636 6.804 2.810
Cl -0.203 6.621 3.476
H 0.806 7.797 1.709
H 0.861 6.039 1.462
C 4.445 -0.418 5.941
Cl 3.452 -1.861 5.715
Cl 5.064 -0.309 7.594
H 5.284 -0.459 5.255
H 3.838 0.460 5.737
C 8.600 -5.981 0.624
Cl 8.134 -5.470 -1.008
Cl 10.238 -6.643 0.649
H 8.558 -5.119 1.284
H 7.906 -6.744 0.962
C -0.420 -5.556 0.891
Cl -1.320 -4.609 2.086
Cl -1.458 -6.065 -0.444
H 0.388 -4.949 0.496
H -0.017 -6.438 1.379
C -2.448 3.610 2.601
Cl -3.444 2.149 2.503
Cl -1.732 3.818 4.199
H -1.648 3.519 1.871
H -3.056 4.482 2.376
C 3.839 8.745 -0.078
Cl 3.499 10.467 -0.266
Cl 2.400 7.763 -0.382
H 4.611 8.459 -0.785
H 4.177 8.562 0.937
C 6.499 2.072 9.823
Cl 8.248 2.166 9.579
Cl 5.821 3.649 10.246
H 6.036 1.726 8.905
H 6.294 1.374 10.628
C -2.967 -0.079 -9.873
Cl -1.589 0.962 -9.525
Cl -3.782 -0.577 -8.383
H -3.671 0.465 -10.493
H -2.619 -0.964 -10.395
C -0.106 10.304 5.361
Cl 1.409 9.692 4.692
Cl -1.079 11.115 4.128
H -0.672 9.470 5.762
H 0.121 11.012 6.150
C 8.999 -2.225 0.086
Cl 10.289 -1.092 0.500
Cl 8.129 -2.771 1.529
H 8.296 -1.731 -0.577
H 9.433 -3.087 -0.408
C 1.349 -7.408 4.336
Cl 0.961 -5.686 4.283
Cl -0.051 -8.398 3.905
H 2.150 -7.606 3.631
H 1.667 -7.666 5.341
```

The charge is 0. The value obtained for the HOMO energy is -8.898 eV. The frontier orbital gap is 8.899 eV.